The following is a quantum chemistry calculation of a cluster of 5 separate species, C47H99N2O16P2 in total, from the OMol25 dataset.

## Properties
E, eV: -104629.9460
Total charge: +1
Multiplicity: 1
HOMO-LUMO gap, eV: 4.9
HOMO, eV: -10.5030

Cartesian coordinates (Å):
C (-6.75963, 1.44208, -0.59245)
C (-5.37488, 1.04100, -1.40479)
C (-5.68153, 0.13968, -2.77729)
C (-4.35144, -0.75746, -3.11379)
C (-3.94598, -0.82759, -4.70114)
C (-3.76148, 0.62659, -5.43508)
C (-2.19632, 1.16727, -5.45950)
C (-1.79128, 1.47494, -3.86654)
C (-0.40555, 2.33806, -3.71620)
C (-0.24793, 3.16837, -2.31246)
C (-0.61700, 2.32987, -0.95555)
C (-0.02830, 0.78733, -0.91528)
N (0.36887, 0.37138, 0.51706)
C (-0.58242, -0.48445, 1.38042)
P (-2.33335, -1.06691, 0.83106)
N (-2.31092, -2.68083, 0.70920)
C (-0.18124, -0.99428, 2.92306)
C (1.25080, -0.54325, 3.57124)
C (1.62919, -1.05317, 5.07961)
O (1.47456, -0.23706, 6.16051)
O (2.16945, -2.41406, 5.25429)
C (1.01791, -3.29211, 5.52710)
C (0.82440, -4.31012, 4.24522)
C (2.21457, 0.41649, 2.60706)
C (3.64303, 0.87587, 3.32111)
O (4.65492, -0.19494, 3.36739)
C (5.07332, -0.65729, 2.04737)
C (4.89392, -2.31877, 1.97003)
C (1.73135, 0.83213, 1.08927)
P (2.78120, 1.94226, -0.04008)
O (4.25079, 2.24807, 0.41393)
H (-7.48475, 0.50235, -0.51941)
H (-7.28997, 2.37612, -1.09413)
H (-6.44290, 1.67408, 0.53208)
H (-4.75992, 0.34639, -0.67655)
H (-4.71387, 1.98924, -1.62539)
H (-5.99264, 0.89557, -3.61477)
H (-6.55825, -0.59279, -2.47664)
H (-4.47145, -1.87376, -2.73327)
H (-3.46067, -0.30000, -2.49815)
H (-2.90996, -1.40225, -4.77207)
H (-4.73557, -1.50284, -5.26601)
H (-4.40565, 1.49725, -4.98492)
H (-4.06258, 0.47490, -6.57418)
H (-1.49057, 0.29985, -5.86699)
H (-2.07567, 2.13153, -6.11636)
H (-2.70640, 2.00454, -3.36320)
H (-1.56189, 0.39564, -3.41129)
H (0.52857, 1.64295, -3.89708)
H (-0.42668, 3.15631, -4.58314)
H (-1.02727, 4.06940, -2.37168)
H (0.80926, 3.67349, -2.23516)
H (-0.36135, 2.93472, 0.04187)
H (-1.80637, 2.22498, -0.94382)
H (-0.90865, 0.10820, -1.34980)
H (0.85909, 0.60395, -1.69315)
H (-2.77284, -0.53352, -0.43097)
H (-3.30965, -0.60055, 1.82292)
H (-1.36335, -3.06817, 0.91136)
H (-0.92369, -1.65382, 3.57176)
H (1.15198, -3.91101, 6.53856)
H (0.08278, -2.59956, 5.65949)
H (1.61974, -3.98395, 3.42790)
H (-0.25381, -4.22067, 3.79799)
H (1.09253, -5.39728, 4.58695)
H (3.34122, 1.05333, 4.46549)
H (4.03975, 1.91763, 2.96481)
H (6.25096, -0.48617, 1.97129)
H (4.47716, -0.24194, 1.13506)
H (3.90086, -2.57304, 1.36588)
H (4.78321, -2.80080, 3.03038)
H (5.81731, -2.80374, 1.44253)
H (2.89823, 1.27179, -1.34325)
H (1.99982, 3.15515, -0.29354)
C (-2.60694, -7.41867, 1.28916)
O (-1.44598, -7.44658, 0.47378)
C (-0.76968, -6.18902, 0.44876)
C (0.71657, -6.38528, 0.11537)
O (1.48791, -6.82925, 1.23913)
C (1.28293, -8.19124, 1.64210)
C (1.89067, -9.20535, 0.66931)
O (1.04669, -9.37062, -0.47045)
C (1.76657, -9.79189, -1.61778)
H (-3.33809, -6.70957, 0.89282)
H (-3.04606, -8.41953, 1.29320)
H (-2.34507, -7.15800, 2.31827)
H (-0.86195, -5.68081, 1.41393)
H (-1.24178, -5.57830, -0.32859)
H (1.12926, -5.40811, -0.15203)
H (0.85995, -7.03782, -0.74725)
H (0.22727, -8.38892, 1.83666)
H (1.80299, -8.29003, 2.60151)
H (1.97222, -10.18165, 1.15959)
H (2.88835, -8.86787, 0.36805)
H (2.53634, -9.05716, -1.87587)
H (1.06678, -9.85961, -2.45565)
H (2.21793, -10.77239, -1.44691)
C (-14.17825, -1.39005, 0.97929)
O (-12.93676, -1.54770, 1.64810)
C (-11.89217, -1.95710, 0.76454)
C (-10.52374, -1.53406, 1.31865)
O (-10.23322, -0.14850, 1.09341)
C (-10.97175, 0.78566, 1.89425)
C (-10.52867, 0.80526, 3.35964)
O (-11.08601, -0.30467, 4.06398)
C (-10.30076, -0.68215, 5.18334)
H (-14.51424, -2.34300, 0.56277)
H (-14.91545, -1.03794, 1.70532)
H (-14.09394, -0.63931, 0.18880)
H (-12.03287, -1.52059, -0.22945)
H (-11.93524, -3.04920, 0.68977)
H (-9.75666, -2.08489, 0.76651)
H (-10.40893, -1.79776, 2.37115)
H (-12.04684, 0.62779, 1.79126)
H (-10.75606, 1.76964, 1.46303)
H (-10.89699, 1.71690, 3.84281)
H (-9.43450, 0.78685, 3.40926)
H (-9.29143, -0.96191, 4.86401)
H (-10.76484, -1.55671, 5.64821)
H (-10.25801, 0.13134, 5.91184)
C (5.95349, 5.13077, 0.34476)
O (5.11687, 6.06057, -0.32532)
C (3.73258, 5.73135, -0.20360)
C (2.86551, 6.98858, -0.36541)
O (2.82443, 7.79578, 0.81851)
C (4.02256, 8.52470, 1.12279)
C (4.26552, 9.70551, 0.17901)
O (4.80680, 9.24952, -1.06106)
C (4.51332, 10.13011, -2.13368)
H (5.85666, 4.13689, -0.09943)
H (6.98837, 5.46760, 0.24408)
H (5.70940, 5.09552, 1.41001)
H (3.52831, 5.27123, 0.76847)
H (3.49423, 5.01723, -0.99943)
H (1.83441, 6.66248, -0.53022)
H (3.15610, 7.57690, -1.23713)
H (4.88489, 7.85786, 1.17839)
H (3.86917, 8.92453, 2.13140)
H (4.99851, 10.38714, 0.62430)
H (3.32426, 10.24225, 0.01789)
H (3.43018, 10.23073, -2.25885)
H (4.92312, 9.70002, -3.05206)
H (4.96924, 11.10813, -1.96075)
C (5.88864, 1.69000, -2.09704)
O (7.25053, 1.70136, -1.69884)
C (7.46762, 0.97951, -0.48588)
C (8.91954, 0.48509, -0.40790)
O (9.15485, -0.68605, -1.20036)
C (9.18060, -0.48731, -2.62137)
C (10.43725, 0.24128, -3.10516)
O (10.32249, 1.64457, -2.86792)
C (11.58662, 2.27343, -2.73165)
H (5.26599, 2.19119, -1.35165)
H (5.80596, 2.22267, -3.04783)
H (5.54398, 0.66380, -2.25103)
H (6.78791, 0.12412, -0.41773)
H (7.26960, 1.66635, 0.34429)
H (9.11197, 0.18011, 0.62488)
H (9.63423, 1.27480, -0.64463)
H (8.26533, -0.00352, -2.96722)
H (9.18638, -1.49411, -3.05382)
H (10.55037, 0.10095, -4.18577)
H (11.31507, -0.16849, -2.59376)
H (12.14104, 1.83731, -1.89415)
H (11.42086, 3.33259, -2.51477)
H (12.16055, 2.18207, -3.65715)

Cartesian forces, eV/Å:
0.7 -0.2 0.3
-0.6 -0.8 0.3
0.3 0.2 1.5
0.1 -0.1 -0.3
0.4 -0.2 0.3
0.6 0.0 -1.3
-0.2 -0.6 1.2
0.9 -0.7 -0.8
-0.2 0.6 -0.5
-0.6 0.6 -0.1
-1.1 0.2 0.2
-0.8 0.2 -1.5
0.5 -1.6 4.0
3.3 1.5 2.1
0.2 -3.3 -0.1
1.2 2.0 0.6
3.1 2.4 -1.5
-2.1 0.5 -4.3
0.4 2.9 5.9
0.9 -5.4 -8.0
-2.3 3.6 -0.6
-1.6 -1.3 -0.1
0.8 0.5 0.2
-2.4 -1.0 -1.0
-0.5 0.3 1.6
-2.1 1.6 -1.8
1.5 -2.5 -0.6
-0.6 0.2 -0.1
-2.2 -2.6 3.2
4.2 1.0 0.2
-4.6 -0.9 -0.2
1.5 2.1 -0.4
1.0 -2.1 1.2
-0.8 -0.2 -2.5
-1.1 1.3 -1.4
-1.3 -1.8 0.3
0.5 -1.8 1.4
1.6 1.7 -0.9
0.1 2.4 -0.7
-1.6 -0.8 -1.3
-2.1 1.1 0.1
1.6 1.6 1.1
1.0 -1.9 -0.8
0.4 0.5 2.4
-1.5 2.0 0.8
-0.3 -1.9 1.3
1.8 -1.0 -0.7
-0.9 2.4 -0.7
-1.9 1.3 0.3
0.3 -1.8 1.9
1.7 -1.9 0.3
-1.9 -1.1 -0.2
-0.3 -1.4 -2.2
2.6 0.1 0.0
2.1 1.2 1.4
-1.7 0.5 2.1
0.4 0.6 0.9
1.0 0.2 -0.8
-1.1 0.2 -0.2
1.6 1.6 -1.8
0.1 1.7 -2.3
1.6 -1.5 -0.1
-1.8 -0.8 1.7
2.1 -0.4 0.9
-0.8 2.1 -0.9
0.6 -0.5 -2.5
-0.8 -2.2 0.0
-2.7 0.1 -0.1
1.3 -0.2 1.9
2.2 0.4 1.2
0.3 1.1 -1.9
-1.8 1.0 0.9
-0.7 0.3 1.1
0.3 -1.2 0.3
0.2 -0.2 -0.3
0.1 0.3 0.4
0.2 -0.8 -0.6
-0.3 0.1 0.5
-0.3 -0.1 -0.2
0.4 0.0 -0.1
-0.7 0.0 0.0
0.3 0.3 -0.1
-0.3 0.1 0.2
-0.1 0.1 0.1
0.1 0.1 -0.1
-0.1 0.1 0.1
0.0 0.0 0.1
0.0 0.3 0.0
0.0 0.0 0.1
-0.2 -0.1 0.1
0.0 -0.1 -0.3
0.1 0.1 -0.2
0.2 0.0 0.2
0.0 0.0 0.0
0.1 -0.1 0.0
0.0 0.0 0.2
0.1 0.0 -0.1
0.2 0.0 0.3
0.1 0.2 -0.3
0.1 0.1 0.8
-0.3 0.1 -0.4
-0.2 -0.1 0.3
0.4 0.0 0.1
-0.7 -0.3 -0.1
0.4 -0.1 -0.1
-0.4 0.0 -0.3
-0.1 0.0 -0.1
0.2 -0.1 0.0
0.0 0.0 -0.2
0.0 0.0 0.0
0.1 -0.1 -0.2
-0.1 0.1 -0.1
-0.3 0.0 0.0
0.1 -0.2 0.2
0.1 -0.1 0.0
0.1 0.2 -0.1
0.0 0.0 0.0
0.1 0.1 0.1
0.0 0.2 -0.1
0.1 0.0 0.1
0.1 0.2 -0.3
-0.4 -0.1 0.3
0.5 0.8 -0.4
0.1 -0.2 0.5
0.3 -0.2 -0.4
-0.2 0.3 -0.1
0.4 -0.6 -0.1
-0.4 0.0 -0.1
0.2 -0.3 0.1
0.0 -0.1 0.1
-0.2 0.0 -0.1
-0.1 -0.1 0.1
0.0 0.0 0.1
-0.2 -0.2 -0.1
0.0 0.0 0.1
0.3 -0.1 0.0
0.0 0.1 -0.3
-0.1 0.0 -0.2
-0.1 0.1 0.2
0.0 0.0 0.0
0.0 0.2 0.0
0.0 0.0 0.2
-0.1 0.1 -0.1
0.4 0.4 -0.1
-0.3 -0.4 -0.1
0.7 0.5 -0.3
-0.5 -0.3 -0.1
-0.1 0.4 -0.2
0.4 -0.1 0.1
-0.6 0.4 0.0
0.2 -0.2 0.3
-0.4 0.0 0.0
0.1 -0.1 -0.2
0.2 0.0 0.1
-0.1 -0.2 0.0
0.0 -0.1 0.0
-0.1 -0.1 0.2
-0.1 -0.1 -0.1
-0.2 0.1 -0.2
0.2 0.2 0.0
0.1 0.1 0.2
0.1 -0.2 0.0
0.0 0.0 0.0
0.1 0.0 -0.1
-0.1 -0.2 -0.1
0.2 0.0 0.0